The following is a quantum chemistry calculation of a 2-piece molecular cluster, C10H16 overall, from the OMol25 dataset.

Element x y z (Å)
1 C 0.015 -2.852 1.884
2 C 0.665 -1.929 0.723
3 C 0.623 -0.475 1.158
4 C 1.737 0.069 1.950
5 C 1.864 1.435 2.120
6 C 0.840 2.356 1.550
7 C -0.290 1.773 1.063
8 C -0.461 0.346 0.916
9 H 0.245 -3.933 1.672
10 H -1.011 -2.637 2.014
11 H 0.579 -2.549 2.771
12 H 1.723 -2.199 0.645
13 H 0.124 -2.052 -0.195
14 H 2.510 -0.684 1.946
15 H 2.839 1.848 2.605
16 H 0.916 3.390 1.669
17 H -1.120 2.250 0.552
18 H -1.175 -0.129 0.454
19 C -1.624 0.028 -3.303
20 C -1.103 1.412 -2.969
21 H -2.132 0.036 -4.195
22 H -0.588 -0.401 -3.552
23 H -2.334 -0.419 -2.646
24 H -0.332 1.318 -2.223
25 H -1.819 2.239 -2.762
26 H -0.692 1.760 -3.845

Atoms 1-6, force components in eV/Å:
2.9 0.1 -1.5
-0.6 -0.1 2.4
0.7 1.0 1.8
-1.5 -0.4 -2.9
0.5 1.5 -0.2
1.3 -3.4 1.8

As for the relative energy (zero: lowest compared OMol25 entry of this formula, charge and spin): 54.06 kcal/mol. As for the total energy: -10627.3992 eV. For the lowest unoccupied orbital energy, the calculation gives 1.0 eV. For the HOMO energy, the calculation gives -8.845 eV. The calculation puts the frontier orbital gap at 9.9 eV. For the molar mass, the calculation gives 136.2 u. The SMILES is CCc1ccccc1.CC.

---

The following is a quantum chemistry calculation of a single C11H8O2 molecule, from the OMol25 dataset.

Element x y z (Å)
1 O -3.715 -1.783 0.540
2 C -3.373 -0.892 -0.158
3 C -1.928 -0.304 -0.062
4 C -0.811 -1.106 -0.200
5 C 0.548 -0.659 -0.321
6 C 1.715 -1.597 -0.198
7 C 2.975 -1.149 0.228
8 C 3.194 0.286 0.195
9 C 2.158 1.200 0.099
10 C 0.756 0.730 -0.108
11 C -0.339 1.532 -0.135
12 C -1.717 1.098 -0.100
13 O -2.535 2.148 0.256
14 H -4.067 -0.411 -0.913
15 H -0.964 -2.160 -0.130
16 H 1.439 -2.602 -0.266
17 H 3.776 -1.792 0.662
18 H 4.280 0.549 0.523
19 H 2.369 2.287 0.168
20 H -0.317 2.645 0.052
21 H -3.446 1.980 -0.129

Atoms 1-6, force components in eV/Å:
-0.8 -1.2 0.5
1.9 1.6 -0.1
-1.5 0.9 -1.3
1.1 -0.3 -0.3
0.6 -0.6 1.5
0.0 2.6 1.1

As for the relative energy (zero: lowest compared OMol25 entry of this formula, charge and spin): 47.97 kcal/mol. As for the total energy: -15629.8449 eV. For the lowest unoccupied orbital energy, the calculation gives 0.1 eV. For the HOMO energy, the calculation gives -8.162 eV. The calculation puts the frontier orbital gap at 8.3 eV. For the molar mass, the calculation gives 172.2 u. The SMILES is O=Cc1cc2ccccc2cc1O.

---

The following is a quantum chemistry calculation of a 2-piece molecular cluster, C4H7NO overall, from the OMol25 dataset.

Element x y z (Å)
1 C -0.678 -1.169 -0.610
2 C 0.300 -1.945 -0.711
3 C 2.040 -0.476 1.013
4 C -1.463 1.116 -0.950
5 N -1.516 -0.177 -0.227
6 O -2.090 -0.113 0.849
7 H 1.656 -0.917 0.093
8 H 2.490 0.412 0.609
9 H 1.018 -0.209 1.252
10 H 2.492 -1.046 1.764
11 H -0.546 1.693 -0.673
12 H -1.469 1.025 -2.025
13 H -2.234 1.806 -0.385

Atoms 1-6, force components in eV/Å:
-2.4 1.8 0.6
0.1 -0.9 -0.6
-2.4 1.5 -2.0
-0.7 2.5 1.7
2.6 0.0 0.1
-0.4 -0.8 -0.1

As for the relative energy (zero: lowest compared OMol25 entry of this formula, charge and spin): 195.38 kcal/mol. As for the total energy: -7791.1718 eV. For the lowest unoccupied orbital energy (spin up / spin down), the calculation gives -2.1 / -2.1 eV. For the HOMO energy (spin up / spin down), the calculation gives -10.098 / -10.093 eV. The calculation puts the frontier orbital gap (spin up / spin down) at 8.0 / 8.0 eV. For the molar mass, the calculation gives 85.1 u.

---

The following is a quantum chemistry calculation of C4H10O as an isolated structure, from the OMol25 dataset.

Element x y z (Å)
1 C -2.120 0.413 0.519
2 C -1.208 -0.398 -0.403
3 C 0.198 0.109 -0.372
4 O 1.151 -0.753 -0.570
5 C 2.437 -0.463 -0.488
6 H -2.122 1.473 0.238
7 H -3.152 0.053 0.465
8 H -1.780 0.343 1.558
9 H -1.611 -0.362 -1.428
10 H -1.201 -1.452 -0.106
11 H 1.201 0.442 1.368
12 H 0.425 1.157 -0.566
13 H 2.746 0.535 -0.787
14 H 1.960 0.219 1.247
15 H 3.076 -1.316 -0.674

Atoms 1-6, force components in eV/Å:
0.0 0.0 0.0
0.0 -0.1 0.0
0.0 0.0 -0.1
-0.1 0.0 0.1
0.2 0.0 -0.2
0.0 -0.2 0.0

As for the relative energy (zero: lowest compared OMol25 entry of this formula, charge and spin): 103.64 kcal/mol. As for the total energy: -6353.3088 eV. For the lowest unoccupied orbital energy (spin up / spin down), the calculation gives 0.9 / 0.9 eV. For the HOMO energy (spin up / spin down), the calculation gives -7.392 / -7.393 eV. The calculation puts the frontier orbital gap (spin up / spin down) at 8.3 / 8.3 eV. For the molar mass, the calculation gives 74.1 u.

---

The following is a quantum chemistry calculation of a 3-piece molecular cluster, C13H26ClNO6S overall, from the OMol25 dataset.

Element x y z (Å)
1 N -2.507 3.173 2.835
2 C -3.307 1.987 2.561
3 O -4.010 1.992 1.528
4 O -3.297 0.906 3.473
5 C -2.991 -0.345 2.810
6 C -1.406 -0.574 2.902
7 C -0.829 -1.626 1.846
8 C 0.342 -1.074 0.915
9 S -0.049 0.497 0.031
10 O 0.064 1.732 0.869
11 O -1.360 0.412 -0.720
12 Cl 1.415 0.698 -1.474
13 H -2.170 3.557 1.942
14 H -1.706 2.964 3.443
15 H -3.547 -1.161 3.398
16 H -3.364 -0.420 1.739
17 H -1.201 -0.929 3.978
18 H -0.905 0.441 2.810
19 H -1.652 -2.127 1.217
20 H -0.370 -2.491 2.453
21 H 0.517 -1.873 0.107
22 H 1.330 -0.955 1.484
23 C -2.168 3.977 -3.906
24 C -1.362 3.819 -2.635
25 C 0.009 3.460 -3.175
26 O 0.134 4.103 -4.451
27 C -1.153 4.595 -4.848
28 H -3.064 4.588 -3.785
29 H -2.472 2.993 -4.277
30 H -1.315 4.776 -2.104
31 H -1.760 3.068 -1.951
32 H 0.103 2.381 -3.332
33 H 0.818 3.789 -2.518
34 H -1.138 5.687 -4.755
35 H -1.338 4.337 -5.893
36 C 4.083 -4.829 1.329
37 C 4.205 -4.657 -0.170
38 C 2.800 -4.236 -0.554
39 O 2.259 -3.522 0.568
40 C 3.123 -3.716 1.698
41 H 5.035 -4.763 1.858
42 H 3.633 -5.801 1.555
43 H 4.911 -3.851 -0.394
44 H 4.537 -5.556 -0.690
45 H 2.161 -5.105 -0.738
46 H 2.781 -3.596 -1.439
47 H 3.656 -2.775 1.877
48 H 2.525 -3.951 2.581

Atoms 1-6, force components in eV/Å:
-0.2 -2.7 0.3
-1.2 1.2 -2.9
2.0 -0.6 3.3
0.5 1.5 -1.5
0.4 -1.5 0.0
-0.5 0.0 0.6

As for the total energy: -51033.0822 eV. For the lowest unoccupied orbital energy, the calculation gives -0.5 eV. For the HOMO energy, the calculation gives -9.118 eV. The calculation puts the frontier orbital gap at 8.7 eV. For the molar mass, the calculation gives 359.9 u. The SMILES is NC(=O)OCCCCS(=O)(=O)Cl.C1CCOC1.C1CCOC1.

---

The following is a quantum chemistry calculation of a single C5H8O2 molecule, from the OMol25 dataset.

Element x y z (Å)
1 C 1.534 -0.339 -0.024
2 C 1.126 1.005 -0.635
3 O -0.275 1.242 -0.588
4 C -1.091 0.119 -0.468
5 C -1.751 -0.071 0.869
6 C -0.602 -0.943 0.469
7 O 0.649 -0.681 1.028
8 H 1.532 -1.135 -0.782
9 H 2.540 -0.273 0.399
10 H 1.577 1.824 -0.068
11 H 1.492 1.069 -1.669
12 H -1.625 -0.160 -1.376
13 H -1.535 0.696 1.604
14 H -2.744 -0.509 0.917
15 H -0.779 -1.993 0.232

Atoms 1-6, force components in eV/Å:
0.1 0.0 -0.2
0.3 0.0 0.0
-0.1 0.0 0.0
-0.1 -0.1 -0.1
-0.1 0.0 0.1
-0.2 -0.2 0.0

As for the relative energy (zero: lowest compared OMol25 entry of this formula, charge and spin): 50.36 kcal/mol. As for the total energy: -9407.6485 eV. For the lowest unoccupied orbital energy, the calculation gives 1.1 eV. For the HOMO energy, the calculation gives -9.442 eV. The calculation puts the frontier orbital gap at 10.5 eV. For the molar mass, the calculation gives 100.1 u. The SMILES is C1CO[C@@H]2C[C@@H]2O1.

---

Repeat the first record exactly.
The following is a quantum chemistry calculation of a 2-piece molecular cluster, C10H16 overall, from the OMol25 dataset.

Element x y z (Å)
1 C 0.015 -2.852 1.884
2 C 0.665 -1.929 0.723
3 C 0.623 -0.475 1.158
4 C 1.737 0.069 1.950
5 C 1.864 1.435 2.120
6 C 0.840 2.356 1.550
7 C -0.290 1.773 1.063
8 C -0.461 0.346 0.916
9 H 0.245 -3.933 1.672
10 H -1.011 -2.637 2.014
11 H 0.579 -2.549 2.771
12 H 1.723 -2.199 0.645
13 H 0.124 -2.052 -0.195
14 H 2.510 -0.684 1.946
15 H 2.839 1.848 2.605
16 H 0.916 3.390 1.669
17 H -1.120 2.250 0.552
18 H -1.175 -0.129 0.454
19 C -1.624 0.028 -3.303
20 C -1.103 1.412 -2.969
21 H -2.132 0.036 -4.195
22 H -0.588 -0.401 -3.552
23 H -2.334 -0.419 -2.646
24 H -0.332 1.318 -2.223
25 H -1.819 2.239 -2.762
26 H -0.692 1.760 -3.845

Atoms 1-6, force components in eV/Å:
2.9 0.1 -1.5
-0.6 -0.1 2.4
0.7 1.0 1.8
-1.5 -0.4 -2.9
0.5 1.5 -0.2
1.3 -3.4 1.8

As for the relative energy (zero: lowest compared OMol25 entry of this formula, charge and spin): 54.06 kcal/mol. As for the total energy: -10627.3992 eV. For the lowest unoccupied orbital energy, the calculation gives 1.0 eV. For the HOMO energy, the calculation gives -8.845 eV. The calculation puts the frontier orbital gap at 9.9 eV. For the molar mass, the calculation gives 136.2 u. The SMILES is CCc1ccccc1.CC.